{"formula": "C36H35BaBr2N2O2P", "method": "ωB97M-V/def2-TZVPD", "elements": ["Ba", "Br", "Br", "P", "O", "O", "N", "N", "C", "C", "C", "C", "C", "C", "C", "C", "C", "C", "C", "C", "C", "C", "C", "C", "C", "C", "C", "C", "C", "C", "C", "C", "C", "C", "C", "C", "C", "C", "C", "C", "C", "C", "C", "C", "H", "H", "H", "H", "H", "H", "H", "H", "H", "H", "H", "H", "H", "H", "H", "H", "H", "H", "H", "H", "H", "H", "H", "H", "H", "H", "H", "H", "H", "H", "H", "H", "H", "H", "H"], "positions_angstrom": [[-1.875, 0.769, 0.286], [-1.761, -4.245, -0.530], [-7.378, -4.332, -0.685], [1.335, 1.031, -0.808], [-1.124, 0.499, 2.446], [-2.207, -1.193, -0.660], [0.659, -0.835, 2.769], [-4.554, 0.191, -0.635], [1.294, 5.603, -0.794], [1.543, -1.644, 3.614], [1.212, 0.085, -2.381], [4.184, 0.606, 2.056], [2.536, 4.953, -0.709], [0.991, -2.178, -3.259], [3.033, 0.808, 1.303], [-3.380, -3.264, -0.616], [-0.564, -2.784, 4.421], [0.978, -0.293, -4.741], [-6.944, 0.228, -0.747], [-0.390, -0.158, 3.234], [5.342, 0.065, 0.032], [1.114, -1.298, -2.193], [0.902, -2.965, 4.039], [1.175, 2.083, -3.997], [-0.643, -0.180, 4.717], [-4.592, -3.979, -0.625], [0.132, 3.480, -1.226], [-7.004, -1.133, -0.739], [0.137, 4.896, -1.037], [-1.064, 2.761, -1.546], [3.001, 0.650, -0.089], [4.199, 0.293, -0.744], [-3.321, -1.878, -0.657], [-5.778, -3.321, -0.668], [1.122, 0.605, -3.682], [-5.816, -1.905, -0.689], [0.923, -1.666, -4.547], [4.340, 0.162, -2.244], [-0.796, -1.593, 5.358], [-5.685, 0.858, -0.682], [2.559, 3.573, -0.821], [5.347, 0.212, 1.411], [-4.600, -1.186, -0.665], [1.394, 2.828, -1.045], [3.867, -0.748, -2.628], [1.463, -3.352, 4.895], [2.040, 2.573, -3.554], [-0.811, 5.424, -1.121], [-1.888, 3.399, -1.877], [2.459, -1.797, 3.055], [3.506, 3.059, -0.707], [-1.537, 0.412, 4.872], [-0.927, -3.692, 4.900], [1.811, -1.056, 4.490], [1.216, 2.229, -5.077], [0.923, -3.245, -3.084], [-1.168, -2.667, 3.517], [-7.959, -1.640, -0.773], [-5.617, 1.942, -0.667], [1.244, 6.683, -0.675], [0.905, 0.105, -5.748], [6.260, -0.216, -0.473], [-4.573, -5.061, -0.601], [0.179, 0.373, 5.183], [3.450, 5.511, -0.537], [-0.119, -1.675, 6.213], [-0.915, 1.926, -2.246], [0.989, -3.703, 3.238], [0.809, -2.330, -5.397], [5.398, 0.137, -2.515], [-7.845, 0.828, -0.794], [0.804, -0.829, 1.768], [1.124, -1.698, -1.182], [2.130, 1.141, 1.804], [4.172, 0.760, 3.130], [-1.803, -1.664, 5.762], [6.260, 0.045, 1.972], [0.297, 2.609, -3.609], [3.882, 1.004, -2.760]], "relative_energy_kcal_mol": 28.62, "homo_energy_ev": -5.82}